ORCA calculation (ωB97M-V/def2-TZVPD) on a 5-piece molecular cluster, C3H14O5 overall at a distorted geometry.

```
22
C3H14O5, DFT ωB97M-V/def2-TZVPD
C -2.4412 -2.3879 2.8967
C -1.2975 -1.9071 2.4735
C -0.5859 -1.8372 1.1110
O 0.8052 -2.0169 1.3596
H -2.7941 -2.2125 3.9105
H -3.1908 -2.9397 2.2847
H -0.5183 -1.5066 3.1495
H -0.9602 -2.6824 0.5035
H -0.6622 -0.8678 0.5804
H 1.0412 -2.9680 1.2474
O 3.0209 6.2905 -1.7295
H 3.6919 6.1827 -2.4149
H 2.5366 5.4688 -1.9562
O -1.6029 1.0532 -1.2066
H -1.0868 1.3126 -1.9791
H -1.6699 0.1099 -1.4267
O 1.4086 1.4435 -0.7171
H 1.0621 1.9910 -0.0085
H 0.8989 0.6365 -0.8022
O 0.4871 -0.8461 -2.2798
H 0.9873 -1.5662 -1.8397
H 0.8699 -0.7501 -3.1567
```

Summary:
E_LUMO, eV: 0.2
HOMO-LUMO gap, eV: 10.16
ΔE to the lowest compared entry with this formula, charge and spin, kcal/mol: 46.2
SMILES: C=CCO.O.O.O.O
Total energy, eV: -13573.992